{"formula": "C3H6N2OS2", "method": "the ωB97M-V functional and the def2-TZVPD basis", "species": ["O", "H", "H", "H", "C", "H", "S", "N", "C", "H", "N", "H", "C", "S"], "coordinates": [[-0.31, -1.76, -0.91], [2.53, -0.44, -1.10], [1.36, -1.75, -0.34], [1.51, 1.15, 1.44], [-0.42, -0.59, -0.46], [1.17, 2.19, 0.03], [-2.01, 1.63, -0.71], [1.98, -0.68, -0.08], [-1.68, 0.12, -0.15], [-2.34, -2.11, 0.52], [0.71, 0.12, -0.12], [-0.23, 1.73, 0.99], [0.77, 1.33, 0.61], [-3.05, -0.94, 0.29]]}



{"formula": "C4H7IN", "method": "the ωB97M-V functional and the def2-TZVPD basis", "species": ["I", "H", "C", "C", "C", "C", "H", "H", "H", "H", "H", "H", "N"], "coordinates": [[3.18, -0.10, 0.08], [0.37, -2.96, -0.97], [0.30, 1.45, -0.80], [-0.29, -2.48, -0.25], [0.48, 1.55, 0.73], [1.31, 0.64, -0.06], [0.99, 2.44, 0.99], [0.59, 2.31, -1.43], [-0.91, -3.15, 0.17], [-0.58, -1.13, 1.07], [-0.12, 1.21, 1.59], [-0.51, 0.93, -1.33], [-0.14, -1.30, 0.17]], "charge": 1}



{"formula": "C6H9NO3S", "method": "the ωB97M-V functional and the def2-TZVPD basis", "species": ["C", "N", "H", "O", "H", "H", "C", "H", "H", "C", "O", "C", "H", "S", "H", "C", "O", "H", "C", "H"], "coordinates": [[-1.39, 0.56, 1.68], [1.37, 1.30, -0.38], [-1.75, 0.66, 2.68], [2.84, -0.74, 0.68], [-3.33, 0.97, 0.94], [-2.80, 0.49, -1.46], [0.54, 0.24, 0.07], [-0.46, 0.05, -2.05], [2.30, 1.07, -0.83], [-2.05, 0.30, -0.64], [1.10, -2.53, 0.21], [-2.32, 0.67, 0.56], [1.59, -2.00, -1.78], [1.65, -1.21, 0.05], [-0.76, -1.25, -1.04], [-0.07, 0.36, 1.47], [1.98, -1.18, -1.59], [0.70, 0.61, 2.17], [-0.78, -0.23, -1.14], [1.64, 1.86, 0.42]]}



{"formula": "C4H11NO2", "method": "the ωB97M-V functional and the def2-TZVPD basis", "species": ["H", "C", "H", "H", "O", "H", "H", "H", "C", "H", "H", "O", "H", "C", "H", "N", "C", "H"], "coordinates": [[1.72, -0.28, 2.00], [-0.96, 1.03, -1.40], [1.26, 1.35, 1.52], [1.01, 0.85, -1.29], [-0.06, -2.49, 1.35], [-1.85, 0.41, -1.22], [-0.92, -2.18, 1.65], [-0.95, 1.25, -2.48], [0.20, -1.79, 0.16], [-2.06, 2.41, -0.50], [-0.58, -2.04, -0.58], [-1.21, 2.39, -0.95], [2.12, 0.82, 0.48], [0.20, -0.26, 0.38], [1.15, -2.24, -0.26], [0.18, 0.37, -0.95], [1.40, 0.31, 1.13], [-0.66, 0.09, 0.94]]}



{"formula": "C4H4N2O", "method": "the ωB97M-V functional and the def2-TZVPD basis", "species": ["C", "N", "H", "H", "C", "O", "H", "C", "H", "C", "N"], "coordinates": [[3.31, 0.41, -0.23], [0.91, -0.49, -0.53], [-1.93, 0.54, -1.18], [-1.77, 1.41, 0.41], [-1.74, 0.39, -0.16], [-2.73, -0.39, 0.44], [4.27, 0.73, 0.09], [-0.47, -0.29, 0.16], [-2.33, -1.22, 0.52], [2.19, 0.02, -0.24], [0.29, -1.13, 0.71]]}



{"formula": "C4H9NO", "method": "the ωB97M-V functional and the def2-TZVPD basis", "species": ["H", "O", "C", "H", "C", "C", "H", "H", "H", "H", "H", "N", "H", "H", "C"], "coordinates": [[-2.40, 1.76, -0.86], [1.72, -0.66, -0.86], [2.17, -0.11, 1.44], [-2.37, -0.72, 1.29], [-1.46, 1.22, -0.74], [-2.50, -0.61, 0.21], [1.44, 1.20, -0.06], [-2.53, -1.66, -0.10], [-0.66, 1.63, -1.34], [1.96, 0.49, 2.31], [0.84, -1.06, -0.76], [-1.32, 0.03, -0.35], [2.61, -1.10, 1.49], [-3.43, -0.17, -0.16], [1.78, 0.21, 0.21]]}



Sequential relative energy (zero: lowest compared OMol25 entry of this formula, charge and spin) output: 369.3 413.3 286.0 222.4 659.4 300.6 kJ/mol
Sequential E output: -1098.9333 -508.6464 -912.5900 -364.1835 -339.3305 -287.7180 Eh
Sequential HOMO level output: -9.2 -14.4 -9.3 -9.2 -8.9 -9.4 eV